No. 1
Entry from the Open Molecules 2025 dataset: a cluster of 7 separate species, C36H62O21 in total at a distorted geometry (the ωB97M-V functional and the def2-TZVPD basis).

## Properties
Molecular weight = 830.87 g mol⁻¹
Relative energy (zero: lowest compared OMol25 entry of this formula, charge and spin) = 0.0 kcal/mol
SMILES string = C#CCC1=C([C@@H](C)CCC)C(=O)OC1=O.CCOC(=O)OC.CCOC(=O)OC.CCOC(=O)OC.CCOC(=O)OC.CCOC(=O)OC.CCOC(=O)OC

Each line ends with the Löwdin charge.
Cartesian coordinates (Å):
O1 -2.619 8.164 -2.728  0.00
O2 3.793 -4.106 6.091  0.04
O3 -1.336 0.486 4.695  0.11
O4 2.259 -2.924 7.047  0.01
O5 1.105 4.457 -6.274  0.11
O6 -0.867 1.126 6.814  0.03
O7 -2.490 0.260 -2.185  0.20
O8 -8.731 -1.580 -0.060  0.03
O9 1.489 1.040 -2.776  0.18
O10 -7.074 -1.869 -1.412  0.00
O11 2.929 -2.339 4.974  0.12
O12 -0.860 6.943 -2.994  0.04
O13 -8.709 -0.429 -2.008  0.12
O14 5.076 -5.393 -0.443  0.03
O15 2.452 4.520 -8.084  0.00
O16 -2.420 6.285 -1.492  0.12
O17 5.394 -3.313 -0.912  -0.01
O18 6.920 -4.819 -1.623  0.13
O19 -2.138 -0.592 6.507  0.00
O20 2.527 2.780 -6.809  0.04
O21 -0.636 1.557 -2.245  0.11
C1 -2.857 -1.463 5.626  -0.03
C2 -0.795 0.111 -0.444  -0.04
C3 6.213 -2.272 -1.455  -0.03
C4 5.491 -6.770 -0.462  -0.21
C5 -0.648 4.529 -3.382  -0.06
C6 1.755 0.014 0.113  -0.28
C7 5.900 -4.540 -1.049  -0.61
C8 1.868 5.779 -8.429  -0.04
C9 6.598 -7.045 0.532  -0.06
C10 4.672 -4.374 4.985  -0.21
C11 -4.002 0.312 1.007  0.13
C12 -1.499 0.620 -1.662  -0.38
C13 5.844 -3.418 4.938  -0.06
C14 2.054 2.020 -5.678  -0.21
C15 -0.093 2.229 6.308  -0.21
C16 -0.086 5.762 -2.713  -0.20
C17 -8.221 -1.216 -1.238  -0.62
C18 0.606 0.992 -1.985  -0.38
C19 -1.437 0.358 5.889  -0.63
C20 0.512 0.309 -0.657  -0.05
C21 2.993 -3.053 5.942  -0.61
C22 -3.902 8.375 -2.134  -0.04
C23 1.914 -2.205 -1.275  -0.23
C24 1.384 -1.791 7.049  -0.03
C25 0.710 1.385 -5.957  -0.06
C26 -9.998 -0.989 0.270  -0.21
C27 1.526 -0.345 1.580  -0.05
C28 -1.494 -0.551 0.708  -0.11
C29 -2.002 7.050 -2.323  -0.61
C30 1.264 -3.217 -0.320  -0.08
C31 2.641 -1.047 -0.603  -0.17
C32 -11.142 -1.627 -0.487  -0.07
C33 -0.966 3.363 5.818  -0.06
C34 -2.875 -0.072 0.871  -0.12
C35 1.945 3.962 -6.981  -0.61
C36 -6.444 -1.626 -2.676  -0.03
H1 -7.042 -2.051 -3.481  0.10
H2 4.102 -4.356 4.056  0.12
H3 -3.651 -0.917 5.120  0.10
H4 0.415 0.757 -5.118  0.06
H5 0.905 5.986 -3.102  0.12
H6 4.594 -7.328 -0.200  0.12
H7 6.386 -3.435 5.884  0.08
H8 6.294 -6.738 1.534  0.08
H9 2.651 -2.745 -1.874  0.10
H10 2.812 1.257 -5.515  0.12
H11 -5.026 0.511 1.196  0.03
H12 5.510 -2.399 4.753  0.07
H13 1.922 6.473 -7.593  0.09
H14 5.016 -5.393 5.153  0.12
H15 -5.477 -2.116 -2.636  0.09
H16 1.960 -0.867 7.079  0.10
H17 5.782 -7.048 -1.475  0.12
H18 -1.561 3.057 4.959  0.08
H19 2.353 0.931 0.112  0.15
H20 -1.634 4.279 -2.993  0.08
H21 0.762 0.772 -6.859  0.08
H22 0.829 5.646 -8.727  0.10
H23 -0.975 -0.343 1.640  0.10
H24 -3.834 8.353 -1.048  0.09
H25 3.382 -1.417 0.110  0.11
H26 -0.345 4.208 5.523  0.08
H27 -2.190 -1.905 4.889  0.09
H28 -9.953 0.086 0.099  0.12
H29 1.811 -3.304 0.619  0.07
H30 2.025 2.658 -4.798  0.11
H31 6.827 -8.111 0.548  0.08
H32 -0.736 4.692 -4.457  0.07
H33 -1.543 -1.628 0.524  0.13
H34 5.626 -1.361 -1.386  0.08
H35 7.504 -6.503 0.268  0.08
H36 0.744 -1.795 6.168  0.09
H37 0.782 -1.881 7.947  0.10
H38 -11.154 -2.704 -0.320  0.08
H39 -0.006 5.634 -1.633  0.12
H40 -12.090 -1.209 -0.148  0.08
H41 0.012 3.682 -3.216  0.06
H42 2.491 -0.329 2.091  0.09
H43 -6.304 -0.560 -2.842  0.10
H44 7.126 -2.168 -0.871  0.10
H45 0.882 0.365 2.099  0.08
H46 -3.281 -2.237 6.257  0.09
H47 -4.225 9.356 -2.468  0.09
H48 -4.606 7.617 -2.472  0.10
H49 2.448 6.155 -9.265  0.09
H50 6.461 -2.468 -2.496  0.10
H51 0.579 1.872 5.527  0.12
H52 1.268 -4.208 -0.778  0.07
H53 -10.107 -1.158 1.340  0.12
H54 0.215 -2.985 -0.125  0.05
H55 -1.645 3.687 6.607  0.08
H56 -11.050 -1.447 -1.557  0.07
H57 3.193 -0.516 -1.382  0.10
H58 1.135 -1.354 1.715  0.08
H59 -0.057 2.143 -6.105  0.08
H60 0.510 2.548 7.155  0.12
H61 6.526 -3.708 4.138  0.08
H62 1.164 -1.839 -1.980  0.11

---

No. 2
Entry from the Open Molecules 2025 dataset: a cluster of 10 separate species, C36H63N3O21 in total at a distorted geometry (the ωB97M-V functional and the def2-TZVPD basis).

## Properties
Molecular weight = 873.90 g mol⁻¹
Relative energy (zero: lowest compared OMol25 entry of this formula, charge and spin) = 5.0 kcal/mol
SMILES string = C[C@H]1COC(=O)O1.C[C@H]1COC(=O)O1.C[C@H]1COC(=O)O1.COC(=O)OC.COC(=O)OC.COC(=O)OC.COC(=O)OC.CCCC#N.CCCC#N.CCCC#N

Each line ends with the Löwdin charge.
Cartesian coordinates (Å):
O1 6.976 4.112 1.182  -0.05
O2 -1.440 -2.273 3.912  -0.04
O3 6.210 1.865 0.772  -0.05
O4 7.308 2.301 2.648  0.03
O5 4.919 -0.549 5.272  0.08
O6 -3.537 2.939 0.267  0.07
O7 -0.816 2.781 -3.143  -0.07
O8 0.847 -4.276 2.422  0.08
O9 2.342 -4.452 0.947  0.09
O10 0.169 -2.465 -0.488  -0.06
O11 -3.774 -1.976 4.348  0.03
O12 0.930 -6.246 1.193  0.09
O13 -5.116 3.450 1.872  0.15
O14 0.539 3.626 -5.045  0.02
O15 -1.463 4.597 -4.572  0.01
O16 -5.295 1.657 0.531  0.08
O17 0.637 -0.867 -2.367  0.02
O18 -0.706 -2.511 -2.696  0.00
O19 5.335 -1.594 3.406  0.09
O20 5.239 -2.820 5.364  0.12
O21 -3.108 -1.754 2.263  -0.01
N1 -3.733 -5.956 -2.304  0.16
N2 -3.851 -1.268 -2.229  0.22
N3 0.763 0.913 1.240  0.21
C1 1.438 0.064 -1.618  -0.03
C2 -2.752 -1.982 3.541  -0.43
C3 -0.553 3.612 -4.273  -0.31
C4 6.864 2.776 1.569  -0.44
C5 7.797 3.165 3.640  -0.02
C6 -4.697 2.772 0.969  -0.52
C7 -4.543 1.023 -0.423  -0.13
C8 1.253 1.945 1.088  -0.18
C9 -2.232 0.107 -5.007  -0.21
C10 -5.855 -4.528 -1.746  -0.18
C11 -3.338 1.983 -0.739  -0.29
C12 5.194 -1.753 4.738  -0.53
C13 -3.468 -1.894 5.732  -0.01
C14 -1.548 -3.601 -2.263  -0.05
C15 0.059 -1.912 -1.811  -0.39
C16 1.455 3.813 -0.511  -0.27
C17 1.486 2.675 -4.933  -0.08
C18 1.342 -5.108 1.490  -0.53
C19 -5.961 -4.336 -0.257  -0.26
C20 -3.408 -1.303 -3.306  -0.18
C21 4.884 0.465 4.317  -0.08
C22 -5.015 -3.355 0.412  -0.09
C23 2.174 -2.939 3.923  0.01
C24 -2.545 4.708 -3.752  -0.09
C25 -2.046 -1.670 1.329  -0.08
C26 1.776 3.290 0.818  -0.20
C27 -2.887 -1.238 -4.678  -0.18
C28 -3.149 1.341 -4.748  -0.08
C29 -1.916 1.407 -0.657  -0.02
C30 1.714 5.302 -0.708  -0.07
C31 3.859 -0.207 2.118  -0.03
C32 1.580 -3.054 2.519  -0.31
C33 2.488 -3.112 1.369  -0.12
C34 -4.657 -5.299 -2.077  -0.22
C35 5.460 2.240 -0.350  -0.05
C36 5.042 -0.277 2.986  -0.33
H1 8.007 2.566 4.509  0.10
H2 -6.759 -5.009 -2.189  0.14
H3 0.413 3.637 -0.670  0.09
H4 -4.108 1.227 -5.218  0.08
H5 -4.043 -3.433 -0.103  0.06
H6 3.004 -0.472 2.722  0.08
H7 -5.312 -2.336 0.206  0.06
H8 -2.907 3.753 -3.367  0.06
H9 7.047 3.883 3.793  0.09
H10 -3.452 1.485 -3.712  0.06
H11 4.050 1.107 4.424  0.13
H12 -4.163 0.100 -0.011  0.09
H13 -2.168 -3.400 -1.414  0.05
H14 -3.034 -2.723 6.096  0.06
H15 2.017 3.177 -1.211  0.11
H16 -5.127 0.889 -1.406  0.14
H17 -3.386 5.190 -4.239  0.11
H18 2.816 3.342 0.971  0.09
H19 -5.742 -3.610 -2.292  0.10
H20 -2.853 -1.012 5.893  0.11
H21 -3.674 -1.495 -5.427  0.14
H22 2.395 0.305 -2.132  0.11
H23 -5.899 -5.250 0.285  0.10
H24 1.422 -2.987 4.720  0.10
H25 1.068 5.960 -0.070  0.10
H26 0.790 -2.332 2.411  0.12
H27 3.864 -0.738 1.171  0.09
H28 -1.707 1.105 0.356  0.06
H29 1.680 -0.270 -0.630  0.05
H30 -2.479 -1.547 0.306  0.08
H31 4.732 1.460 -0.693  0.10
H32 5.885 0.073 2.407  0.13
H33 -2.311 -3.836 -2.949  0.04
H34 -1.950 0.094 -6.028  0.09
H35 6.169 2.544 -1.116  0.10
H36 2.204 -2.468 0.596  0.08
H37 1.061 1.705 -5.252  0.12
H38 5.797 1.023 4.488  0.12
H39 2.841 -2.056 4.152  0.08
H40 -1.609 -2.657 1.297  0.09
H41 -2.665 2.225 -4.976  0.02
H42 -1.717 0.510 -1.304  0.10
H43 1.512 5.565 -1.723  0.06
H44 -1.318 0.304 -4.355  0.12
H45 -2.162 -2.018 -4.920  0.11
H46 -6.981 -4.136 0.019  0.10
H47 4.867 3.064 0.038  0.08
H48 3.540 -2.943 1.624  0.13
H49 2.772 -3.793 4.101  0.08
H50 8.706 3.734 3.343  0.12
H51 -3.412 2.568 -1.661  0.12
H52 3.733 0.857 1.927  0.07
H53 -4.960 -3.331 1.487  0.07
H54 2.732 5.574 -0.601  0.06
H55 1.684 2.449 -3.866  0.09
H56 0.857 0.929 -1.498  0.04
H57 -2.309 5.348 -2.932  0.10
H58 2.394 2.952 -5.392  0.09
H59 -4.434 -1.837 6.141  0.09
H60 -1.263 -0.967 1.431  0.05
H61 -0.966 -4.504 -1.947  0.13
H62 1.318 3.898 1.615  0.14
H63 -1.218 2.199 -0.750  0.03